[1]
The following is a quantum chemistry calculation of 4 unconnected molecules or ions with the total composition C29H59FO13S2, from the Open Molecules 2025 dataset.

Each line ends with the Löwdin charge.
Element x y z (Å)
C 5.8499 -0.8167 1.4725  0.0647
C 6.0750 -1.2742 0.2467  -0.1121
C 6.1062 -1.8870 -1.2573  -0.1938
C 5.4602 -3.3819 -1.3397  -0.1939
C 4.0745 -3.3714 -0.5116  -0.1956
C 3.0254 -4.5374 -0.9029  -0.6611
S 2.1034 -3.9726 -2.4609  0.8039
C 3.6796 -5.9636 -1.2743  -0.1638
C 4.0599 -6.9016 -0.0132  -0.3524
C 5.1155 -8.0371 -0.5754  -0.0984
C 4.8203 -6.1536 1.1970  -0.0986
O 2.1386 -4.7500 0.2425  -0.0839
C 1.0526 -3.8217 0.2759  -0.3984
O 1.1293 -2.5625 0.3091  0.1005
S -0.6783 -4.6019 0.3336  0.8768
O -0.8945 -5.6278 -0.7466  -0.2988
O -1.6620 -3.4640 0.3489  -0.2917
F -0.7801 -5.3569 1.8704  -0.2279
H 5.7100 -0.4531 2.5550  0.0507
H 7.2242 -1.8696 -1.5703  0.1135
H 5.4851 -1.1645 -1.9248  0.1176
H 6.2001 -4.0653 -0.7453  0.1107
H 5.3875 -3.7956 -2.4097  0.1155
H 3.5491 -2.3593 -0.7717  0.1013
H 4.2348 -3.3405 0.6355  0.1235
H 2.4139 -2.6014 -2.6188  -0.0702
H 2.8631 -6.5479 -1.8756  0.1281
H 4.5846 -5.8969 -2.0042  0.1169
H 3.1208 -7.5004 0.3035  0.1383
H 5.6359 -7.7218 -1.5511  0.0734
H 4.6282 -9.0841 -0.6508  0.0816
H 5.9677 -8.1447 0.2181  0.0781
H 5.1438 -6.9036 2.0323  0.0953
H 4.1315 -5.3860 1.7473  0.0800
H 5.7124 -5.5664 0.7547  0.0797
C -4.1522 -6.8507 -0.0049  -0.1026
O -5.0616 -6.0805 0.7607  -0.2025
C -4.6934 -4.7029 0.8113  -0.1978
C -5.9134 -3.8380 1.1129  -0.1670
O -6.7510 -3.6273 -0.0293  -0.1333
C -7.5404 -4.7488 -0.4375  -0.1735
C -8.7075 -5.0361 0.5059  -0.1980
O -8.2539 -5.7401 1.6571  -0.2067
C -9.1274 -5.5828 2.7598  -0.1120
H -3.1560 -6.8261 0.4428  0.0709
H -4.5085 -7.8818 -0.0219  0.0887
H -4.1135 -6.4824 -1.0358  0.0917
H -4.2489 -4.3885 -0.1397  0.1207
H -3.9530 -4.5890 1.6111  0.1194
H -5.5564 -2.8427 1.3957  0.1272
H -6.4866 -4.2189 1.9583  0.1175
H -6.9204 -5.6305 -0.6015  0.1181
H -7.9558 -4.4677 -1.4109  0.1250
H -9.4414 -5.6717 -0.0049  0.1243
H -9.1847 -4.0919 0.7913  0.1254
H -9.2078 -4.5256 3.0350  0.0865
H -8.7080 -6.1265 3.6085  0.0884
H -10.1149 -5.9895 2.5290  0.0850
C 0.8465 2.9059 -0.6360  -0.1062
O 1.5677 3.5697 0.3877  -0.2153
C 2.0386 2.6683 1.3874  -0.1915
C 3.2388 3.2645 2.1163  -0.1725
O 4.4576 3.1613 1.3725  -0.1406
C 4.5825 4.0504 0.2580  -0.1721
C 4.8251 5.5011 0.6717  -0.1958
O 3.6019 6.1175 1.0607  -0.2132
C 3.8092 7.2286 1.9134  -0.1091
H -0.0445 2.4239 -0.2266  0.0888
H 0.5410 3.6481 -1.3750  0.0816
H 1.4837 2.1664 -1.1331  0.0862
H 2.3230 1.7099 0.9378  0.1249
H 1.2193 2.5052 2.0971  0.1265
H 3.4052 2.6766 3.0245  0.1245
H 3.0561 4.2909 2.4348  0.1175
H 3.7351 3.9550 -0.4212  0.1174
H 5.4665 3.7035 -0.2873  0.1261
H 5.2234 6.0623 -0.1826  0.1251
H 5.5516 5.5285 1.4915  0.1263
H 4.3223 6.9160 2.8293  0.0874
H 2.8340 7.6348 2.1889  0.0868
H 4.3862 8.0029 1.4022  0.0861
C -4.7872 6.8683 -2.8639  -0.1106
O -3.7370 7.6743 -2.3599  -0.2079
C -4.1624 8.5010 -1.2785  -0.1957
C -2.9712 8.8965 -0.4110  -0.1741
O -2.5527 7.8564 0.4790  -0.1343
C -1.8575 6.7613 -0.1265  -0.1691
C -0.4360 7.1183 -0.5582  -0.1871
O -0.4556 7.8249 -1.7945  -0.2053
C 0.7078 8.6095 -1.9809  -0.1088
H -5.5909 7.4908 -3.2645  0.0853
H -4.3857 6.2473 -3.6659  0.0879
H -5.1735 6.2097 -2.0784  0.0871
H -4.9044 7.9782 -0.6639  0.1257
H -4.6192 9.3992 -1.7100  0.1245
H -3.2878 9.7198 0.2372  0.1253
H -2.1365 9.2672 -1.0061  0.1177
H -2.4361 6.3279 -0.9426  0.1177
H -1.7898 5.9974 0.6550  0.1264
H 0.1410 6.1980 -0.7104  0.1173
H 0.0416 7.7182 0.2244  0.1257
H 0.7985 9.3530 -1.1816  0.0862
H 0.6149 9.1383 -2.9316  0.0877
H 1.5976 7.9762 -2.0109  0.0848

**E_LUMO**: -1.33 eV
**Highest occupied orbital energy**: -0.327 hartree
**SMILES**: C#CCCC[C@@](S)(CC(C)C)OC(=O)S(=O)(=O)F.COCCOCCOC.COCCOCCOC.COCCOCCOC
**HOMO-LUMO gap**: 7.58 eV
**Multiplicity**: 1
**Calculated total energy**: -3014.26692 hartree

***

[2]
The following is a quantum chemistry calculation of 2 unconnected molecules or ions with the total composition C4H13N2, from the Open Molecules 2025 dataset.

Each line ends with the Löwdin charge.
Element x y z (Å)
C -0.8199 -0.6716 -2.1395  -0.0635
C -1.5983 -0.0569 -0.9998  -0.2010
N -0.8633 1.1266 -0.4394  0.1643
H -1.2343 -1.6426 -2.3946  0.0950
H -0.7681 -0.0270 -3.0154  0.0897
H 0.2186 -0.8444 -1.8321  0.0807
H -2.5776 0.3028 -1.3143  0.1317
H -1.7588 -0.7464 -0.1740  0.1223
H 0.0520 0.8577 -0.0100  0.1074
H -1.3749 1.5658 0.3285  0.1627
H -0.7110 1.8491 -1.1455  0.1723
C 0.9237 0.7817 2.0772  -0.0343
C 1.0395 -0.4673 1.5952  -0.3188
N 2.2152 -1.1464 1.3342  0.0675
H 1.8142 1.3786 2.2369  0.0666
H 0.0073 1.1202 2.5423  0.0569
H 0.1607 -1.1014 1.4890  0.1089
H 3.0550 -0.5809 1.3753  0.1011
H 2.2198 -1.6977 0.4859  0.0905

**E_LUMO**: -3.28 eV
**Highest occupied orbital energy**: -0.462 hartree
**HOMO-LUMO gap**: 9.30 eV
**Total charge**: +1
**Multiplicity**: 1
**Energy above the lowest of the compared OMol25 structures with the same formula, charge and spin**: 132.03 kJ/mol
**Calculated total energy**: -269.45040 hartree

***

[3]
The following is a quantum chemistry calculation of a single C21H31N3O5S molecule, from the Open Molecules 2025 dataset.

Each line ends with the Löwdin charge.
Element x y z (Å)
C 9.3329 1.9880 -0.5937  -0.0503
O 8.4695 0.8870 -0.3444  -0.0363
C 7.1590 1.1969 -0.2229  -0.5507
O 6.7168 2.3094 -0.3175  0.1137
N 6.4628 0.0451 0.0144  0.1530
C 5.0959 -0.1180 0.2182  -0.2076
C 4.2071 0.9561 0.2164  0.0117
C 2.8595 0.7281 0.4277  -0.0442
C 2.3987 -0.5571 0.6369  -0.2788
S 0.6544 -0.8689 0.8624  0.6878
O -0.0103 0.4009 1.0046  -0.2839
O 0.4749 -1.8375 1.9055  -0.2784
N 0.3236 -1.6114 -0.6059  -0.2416
C -0.5142 -2.7971 -0.5959  -0.1796
C -1.9687 -2.4839 -0.9763  -0.1118
C -2.2584 -1.0360 -0.5818  -0.2390
C -3.7291 -0.6867 -0.7629  -0.4253
O -4.3887 -1.2031 -1.6500  0.0582
N -4.2407 0.2519 0.0662  -0.0486
C -3.5129 0.8384 1.1717  -0.0244
C -5.6440 0.6146 -0.0959  -0.2970
C -6.4676 0.3429 1.1638  -0.1464
C -7.9403 0.6319 0.8847  -0.1991
C -8.1249 2.0765 0.4292  -0.2094
C -7.2872 2.3549 -0.8154  -0.1995
C -5.8131 2.0689 -0.5424  -0.1431
C -1.4334 -0.1117 -1.4928  -0.1124
C -0.0077 -0.6722 -1.6527  -0.1745
C 3.2699 -1.6304 0.6406  -0.0501
C 4.6172 -1.4132 0.4346  -0.0069
H 9.2909 2.6990 0.2336  0.0975
H 10.3314 1.5699 -0.6879  0.0930
H 9.0416 2.4993 -1.5130  0.0969
H 7.0271 -0.7932 0.0532  0.1555
H 4.5781 1.9538 0.0530  0.1046
H 2.1526 1.5425 0.4444  0.1151
H -0.4550 -3.1953 0.4178  0.1082
H -0.0773 -3.5276 -1.2860  0.1243
H -2.1325 -2.6017 -2.0480  0.1215
H -2.6473 -3.1624 -0.4597  0.1258
H -1.9514 -0.9058 0.4565  0.1108
H -3.4763 0.1579 2.0280  0.1060
H -2.4928 1.1008 0.8980  0.0738
H -4.0191 1.7495 1.4804  0.0855
H -6.0111 -0.0345 -0.8985  0.1448
H -6.3396 -0.6988 1.4644  0.1226
H -6.1277 0.9779 1.9844  0.1127
H -8.2991 -0.0422 0.1043  0.1161
H -8.5297 0.4470 1.7852  0.1084
H -9.1788 2.2670 0.2173  0.1069
H -7.8184 2.7520 1.2317  0.1131
H -7.6319 1.7195 -1.6336  0.1161
H -7.4107 3.3953 -1.1232  0.1082
H -5.2217 2.2405 -1.4437  0.1215
H -5.4549 2.7505 0.2325  0.1103
H -1.9186 -0.0507 -2.4688  0.1277
H -1.3932 0.8881 -1.0618  0.1060
H 0.7327 0.1284 -1.6130  0.1167
H 0.1013 -1.1980 -2.6050  0.1317
H 2.8785 -2.6194 0.8158  0.1192
H 5.3079 -2.2438 0.4406  0.1141

**E_LUMO**: 0.50 eV
**Highest occupied orbital energy**: -0.325 hartree
**SMILES**: COC(=O)Nc1ccc(S(=O)(=O)N2CCC(C(=O)N(C)C3CCCCC3)CC2)cc1
**HOMO-LUMO gap**: 9.34 eV
**Multiplicity**: 1
**Energy above the lowest of the compared OMol25 structures with the same formula, charge and spin**: 73.57 kJ/mol
**Calculated total energy**: -1757.51588 hartree

***

[4]
The following is a quantum chemistry calculation of a molecular structure, C20H17FNO2PPdS2Se2Te2, from the Open Molecules 2025 dataset.

Each line ends with the Löwdin charge.
Element x y z (Å)
Pd 11.6767 11.6235 7.4558  -0.2062
Se 11.7035 10.9197 10.7808  -0.2487
Te 10.4760 8.8647 10.1985  0.1415
Te 10.5265 8.8854 7.3430  0.5225
Se 9.2988 11.0611 6.9310  -0.0874
F 9.5763 7.2864 5.9474  -0.8581
C 14.8980 11.6849 8.4061  -0.2721
P 13.7927 10.4870 7.6032  0.8433
C 14.7569 10.2632 6.0723  -0.3550
C 14.4276 10.9848 4.9486  -0.0923
C 15.3251 11.0135 3.8892  -0.0969
C 16.3937 10.1373 3.8532  -0.1133
C 16.7066 9.3386 4.9622  -0.1072
C 15.8563 9.3476 6.0486  -0.0903
C 13.8182 8.8557 8.4206  -0.4396
C 13.5521 7.5915 7.7757  -0.1646
C 13.2501 6.5203 8.5854  -0.1428
C 13.5850 6.5057 9.9023  -0.1473
C 14.2657 7.5703 10.4280  -0.1122
C 14.2264 8.7938 9.7390  -0.1780
H 15.9377 11.4440 8.3067  0.0255
H 14.5997 11.8228 9.4411  0.0169
H 14.7516 12.6781 7.9377  0.0424
H 13.4600 11.5067 4.8509  0.1120
H 15.1157 11.6486 3.0268  0.1019
H 17.0568 10.1278 3.0016  0.0860
H 17.5387 8.6382 4.9352  0.0922
H 16.0564 8.7914 6.9676  0.1024
H 13.5594 7.4466 6.7150  0.0984
H 12.7208 5.6933 8.0742  0.1221
H 13.3836 5.6458 10.5385  0.1025
H 14.7698 7.4964 11.3871  0.0989
H 14.4962 9.6109 10.3739  0.0698
O 8.3732 15.6094 4.4123  -0.3240
S 8.8187 16.1890 5.6510  0.6448
O 8.7895 17.5924 5.8566  -0.3228
N 10.3997 15.6591 6.0696  -0.0819
C 10.3223 14.7464 7.0048  -0.7789
S 11.7973 14.0001 7.6944  0.4548
C 9.0283 14.5354 7.5876  -0.2770
C 8.7646 13.7125 8.7646  -0.0808
C 7.4665 13.6082 9.2490  -0.0731
C 6.4546 14.3496 8.5910  -0.0974
C 6.7127 15.0602 7.4321  -0.0807
C 8.0064 15.2060 6.9638  -0.2056
H 9.5969 13.2353 9.2213  0.0419
H 7.2117 13.0751 10.1732  0.1065
H 5.4054 14.3463 8.9208  0.0961
H 5.9060 15.6346 6.9509  0.1117

**E_LUMO (spin up / spin down)**: 4.12 / 3.50 eV
**Highest occupied orbital energy (spin up / spin down)**: -0.009 / -0.054 hartree
**HOMO-LUMO gap (spin up / spin down)**: 4.35 / 4.98 eV
**<S²>**: 2.047
**Total charge**: -2
**Multiplicity**: 3
**Calculated total energy**: -7682.00446 hartree

***

What are the F_max values for these records? In order: 7.1; 0.8; 1.1; 3.8 eV/A.